Below is a molecular structure, C26H19Br2ClMoO8Si in a non-equilibrium geometry, with properties calculated with ωB97M-V with the def2-TZVPD basis set.

Structure (XYZ):
```
58
Properties=species:S:1:pos:R:3:forces:R:3
Mo 0.760135 0.161470 0.079056 -1.05 0.84 -0.07
O -3.274705 0.664133 0.838059 -0.16 0.04 -0.11
Cl -2.078350 0.477053 1.557948 -0.57 0.17 -0.05
O -2.235031 -0.332840 2.699461 0.09 -0.21 0.17
O -1.410257 1.698350 1.849239 0.27 0.29 0.03
O -1.154776 -0.295648 0.597103 0.77 -0.42 -0.01
Br 1.319939 7.317115 2.466082 0.00 0.01 0.00
C 1.881902 5.541249 2.159133 0.00 0.00 0.01
C 0.941751 4.525309 2.146343 -0.07 0.02 0.01
C 1.356435 3.226221 1.906767 -0.03 0.07 -0.01
C 2.696452 2.948800 1.691859 0.07 -0.03 -0.14
C 3.633201 3.979747 1.724737 0.07 0.02 0.00
C 3.229877 5.282003 1.952833 -0.02 -0.04 0.00
C 3.202101 1.585406 1.400045 0.39 0.18 0.17
O 4.344208 1.250519 1.472582 -0.06 -0.02 0.01
O 2.271435 0.658535 0.991131 -0.04 -0.35 0.17
H -0.104400 4.739205 2.315853 0.02 0.01 0.00
H 0.613251 2.447303 1.911753 -0.04 -0.09 -0.01
H 4.676906 3.749463 1.558084 -0.02 -0.01 0.00
H 3.947441 6.089765 1.966932 0.00 -0.01 0.00
Br -4.486654 -0.709562 -2.742730 0.01 0.01 -0.01
C -3.496772 0.875566 -3.043446 -0.03 -0.03 0.00
C -4.052254 1.897788 -3.794313 -0.02 -0.01 0.00
C -3.318140 3.056401 -4.006158 0.01 0.00 0.00
C -2.045069 3.184192 -3.477216 0.07 0.06 -0.05
C -1.502974 2.153647 -2.719177 0.04 -0.15 0.15
C -2.232620 0.991748 -2.496295 0.02 0.03 0.07
C -0.127582 2.340290 -2.151129 -0.18 0.27 -0.42
O 0.619358 3.200325 -2.528058 0.05 -0.06 0.15
O 0.195181 1.501365 -1.162435 0.32 -0.94 0.20
H -5.046883 1.789260 -4.204469 0.01 0.00 0.00
H -3.747703 3.860866 -4.588177 0.01 0.00 0.00
H -1.454872 4.075901 -3.639205 -0.02 -0.01 0.00
H -1.834678 0.188723 -1.893734 0.00 0.00 0.00
C -1.434791 -4.313721 3.330000 0.00 -0.02 -0.04
C -0.573001 -3.251680 3.563982 0.00 0.02 0.01
C 0.118787 -2.681870 2.507670 0.02 0.00 0.02
C -0.032675 -3.159752 1.205191 0.14 0.00 -0.06
C -0.904941 -4.227061 0.986584 -0.04 0.03 -0.04
C -1.601127 -4.800390 2.040589 -0.01 0.01 0.04
Si 0.948542 -2.434299 -0.209666 -0.04 0.31 -0.27
C 2.760583 -2.882838 -0.178532 -0.05 0.03 0.00
C 3.572837 -2.577267 0.916611 0.02 -0.06 -0.04
C 4.909801 -2.939916 0.931125 -0.02 0.03 0.03
C 5.457046 -3.611939 -0.153335 0.00 -0.02 -0.04
C 4.665896 -3.920746 -1.250692 0.03 0.01 0.02
C 3.327142 -3.555683 -1.263608 0.01 0.02 0.00
H -1.981987 -4.758103 4.151399 0.00 0.00 0.00
H -0.449712 -2.859795 4.565358 -0.01 0.00 -0.01
H 0.780614 -1.843336 2.712747 0.01 -0.01 0.00
H -1.048828 -4.612693 -0.016718 0.01 0.01 0.02
H -2.277349 -5.624945 1.854507 0.00 0.00 0.01
H 0.387953 -2.864451 -1.514998 -0.05 0.00 0.06
H 3.162780 -2.049216 1.769907 0.02 0.01 0.01
H 5.526414 -2.692403 1.785661 0.00 0.00 -0.01
H 6.502699 -3.891896 -0.143785 -0.01 0.00 0.00
H 5.090502 -4.444966 -2.097257 0.00 0.00 0.01
H 2.717908 -3.802212 -2.126257 0.01 0.00 0.02
```
Forces are in eV/Å.

The spin multiplicity is 3. The expectation value of S² is 2.03. The LUMO energy (alpha / beta) comes out at -1.71 / -1.65 eV. Its gap between HOMO and LUMO (alpha / beta) is 7.59 / 7.53 eV. As for the HOMO energy (alpha / beta): -0.3418 / -0.3372 Eh. Its calculated total energy is -205983.60263 eV.